[1]
DFT (ωB97M-V/def2-TZVPD) results for C19H46ClFInNO11PS3 as an isolated structure.

Element x y z (Å)
C1 -0.0816 -0.9384 0.9391
C2 -0.0742 -0.5328 -0.5275
O1 0.9424 -0.1121 -1.0236
N1 -1.2561 -0.6986 -1.2868
C3 -2.4580 -0.2717 -0.5792
C4 -1.2905 -2.0148 -1.9662
C5 -2.2278 -3.0814 -1.3856
C6 -3.7357 -2.9936 -1.7563
C7 -4.7113 -2.9798 -0.5802
In1 -6.8344 -3.1941 -1.1154
C8 -8.1164 -3.6386 0.6513
C9 -7.5365 -3.2393 1.9820
C10 -7.3381 -1.7456 2.1598
F1 -6.2685 -3.8661 2.1620
P1 -7.7394 -0.9687 -2.1544
O2 -8.4336 -0.2000 -0.8196
Cl1 -5.9336 0.1636 -2.1719
H1 0.1559 -0.0684 1.5580
H2 -1.0289 -1.3610 1.2659
H3 0.7180 -1.6677 1.0857
H4 -2.7633 -0.9266 0.2453
H5 -3.2851 -0.2224 -1.2827
H6 -2.3077 0.7328 -0.1794
H7 -0.2662 -2.4021 -1.9496
H8 -1.5350 -1.8548 -3.0240
H9 -2.1265 -3.1154 -0.2928
H10 -1.8267 -4.0357 -1.7468
H11 -3.9686 -3.8580 -2.3897
H12 -3.9029 -2.1152 -2.3912
H13 -4.4661 -3.7954 0.1113
H14 -4.6157 -2.0493 -0.0090
H15 -7.1233 -4.4086 -2.3719
H16 -8.3518 -4.7083 0.6611
H17 -9.0677 -3.1043 0.5332
H18 -8.1367 -3.6287 2.8177
H19 -8.2545 -1.2858 2.5399
H20 -7.0921 -1.2671 1.2092
H21 -6.5331 -1.5518 2.8722
H22 -7.8325 0.4583 -0.4528
O3 5.3481 3.0331 0.8051
S1 4.5502 1.8401 0.8797
O4 4.2008 1.3427 2.1775
O5 5.2679 0.7018 0.0396
C11 6.6781 0.4721 0.2971
C12 6.9121 -0.3725 1.5295
C13 3.1098 1.9948 -0.1026
H23 7.1830 1.4359 0.3646
H24 7.0275 -0.0343 -0.5994
H25 6.6267 0.1553 2.4381
H26 7.9722 -0.6237 1.5863
H27 6.3346 -1.2953 1.4736
H28 3.3952 2.3537 -1.0875
H29 2.4752 2.7218 0.4006
H30 2.6049 1.0328 -0.1713
O6 -3.9316 1.7280 1.6713
S2 -4.4203 2.1458 2.9494
O7 -5.8147 2.0304 3.2426
O8 -3.9450 3.6439 3.2043
C14 -4.1387 4.5778 2.1089
C15 -5.5733 5.0423 1.9961
C16 -3.4920 1.3780 4.2293
H31 -3.7912 4.1052 1.1901
H32 -3.4675 5.3993 2.3510
H33 -6.2319 4.2310 1.6910
H34 -5.6321 5.8364 1.2505
H35 -5.9261 5.4310 2.9515
H36 -2.4338 1.5070 4.0207
H37 -3.7650 0.3247 4.2092
H38 -3.7703 1.8270 5.1788
O9 9.6280 1.5813 -1.1205
S3 9.2290 1.1739 -2.4355
O10 8.5899 -0.0970 -2.5954
O11 10.4852 1.2661 -3.4023
C17 11.7214 0.6637 -2.9360
C18 11.7243 -0.8399 -3.0959
C19 8.2502 2.4209 -3.1891
H39 11.8806 0.9664 -1.9009
H40 12.4832 1.1340 -3.5540
H41 11.0045 -1.3139 -2.4311
H42 12.7194 -1.2204 -2.8613
H43 11.4775 -1.1158 -4.1208
H44 8.7621 3.3739 -3.0918
H45 7.3056 2.4331 -2.6477
H46 8.0903 2.1549 -4.2304

Computed properties:
Charge: -1
HOMO energy: -3.74 eV
Lowest unoccupied orbital energy: 1.584 eV

Here are the Mulliken charges for atoms 1 to 4, given in e: C -0.97; C 0.42; O -0.62; N 0.25


[2]
DFT (ωB97M-V/def2-TZVPD) results for a 2-piece molecular cluster, C4H8N4O overall at a distorted geometry.

Element x y z (Å)
C1 -3.3610 -0.2303 0.2537
C2 -2.2301 -0.9177 0.1956
C3 0.0253 -1.1965 -0.2663
C4 2.8933 0.0417 0.1807
N1 0.9080 1.3027 0.0434
N2 0.5958 -2.2508 -0.3317
N3 -1.0342 -0.4058 -0.2329
N4 1.5055 0.2918 0.1241
O1 1.2859 -3.1740 -0.3354
H1 -4.4175 -0.6006 0.1218
H2 -3.5282 0.7866 0.4740
H3 -2.3851 -1.9158 0.4713
H4 3.2717 -0.6792 0.8794
H5 3.5397 0.8756 0.4811
H6 3.4156 0.1022 -0.8238
H7 1.1813 2.3234 -0.0078
H8 -0.9239 0.3836 -0.7859

Computed properties:
Charge: +2
HOMO energy (spin up / spin down): -18.45 / -18.19 eV
Energy relative to the best compared isomer or geometry (same formula, charge and spin): 9.8771 eV
Lowest unoccupied orbital energy (spin up / spin down): -11.269 / -11.965 eV

Here are the Mulliken charges for atoms 1 to 4, given in e: C -0.70; C 0.29; C 0.50; C -0.79


[3]
DFT (ωB97M-V/def2-TZVPD) results for C2H6O as an isolated structure at a distorted geometry.

Element x y z (Å)
C1 -0.3115 -0.4812 0.7871
O1 -1.1307 1.3924 -0.8175
C2 1.0047 -0.4101 0.1434
H1 -0.5546 -1.3547 1.4299
H2 -0.8131 0.4777 1.0455
H3 -1.1052 1.3789 -1.7745
H4 1.6114 0.5144 0.0966
H5 -0.2224 -0.2758 -0.5464
H6 1.5214 -1.2416 -0.3640

Computed properties:
Charge: 0
HOMO energy: -7.92 eV
Energy relative to the best compared isomer or geometry (same formula, charge and spin): 5.4499 eV
Lowest unoccupied orbital energy: -1.165 eV

Here are the Mulliken charges for atoms 1 to 4, given in e: C -0.36; O -0.93; C -0.30; H 0.30


Which value of charge does entry 3 give?
0